1.
DFT (wB97M-V/def2-TZVPD) results for a structure of composition C27H22BiCl2I2N8OS.

Properties
Gap between HOMO and LUMO (eV): 7.65
Charge: +1

Geometry as XYZ:
```
64
Properties=species:S:1:pos:R:3:mulliken_charge:R:1
Bi 0.554 -0.324 -0.234 1.757
I 0.926 7.402 -0.227 0.123
C 0.842 5.370 0.235 -0.557
C -0.264 4.861 0.898 -0.373
C -0.334 3.501 1.160 -0.017
I -2.008 2.702 2.108 0.066
C 0.692 2.635 0.774 -0.172
O 0.636 1.336 1.083 -0.372
C 1.787 3.165 0.078 1.067
C 2.818 2.217 -0.454 -1.379
N 2.207 1.280 -1.434 -0.273
C 1.639 1.955 -2.616 -1.153
C 0.237 2.472 -2.380 0.768
C -0.123 3.768 -2.712 -0.946
C -1.420 4.189 -2.469 -0.479
C -2.322 3.303 -1.902 -0.943
C -1.886 2.024 -1.609 0.083
N -0.639 1.609 -1.852 0.067
C 1.862 4.526 -0.172 -0.538
H -1.070 5.513 1.205 0.418
H 3.243 1.609 0.346 0.291
H 3.630 2.776 -0.927 0.501
H 2.935 0.638 -1.736 0.315
H 1.609 1.228 -3.431 0.416
H 2.280 2.781 -2.939 0.378
H 0.611 4.446 -3.128 0.457
H -1.716 5.203 -2.705 0.438
H -3.338 3.595 -1.676 0.465
H -2.549 1.296 -1.156 0.373
H 2.716 4.924 -0.709 0.481
N -1.961 -1.116 -2.955 -0.240
C -2.486 -1.710 -1.868 0.268
N -3.434 -2.620 -2.052 -0.746
C -3.896 -3.181 -0.932 0.389
N -4.876 -4.080 -1.044 -0.335
N -3.457 -2.906 0.317 -0.654
C -2.506 -2.002 0.369 -0.267
N -1.987 -1.346 -0.667 0.191
C -1.945 -1.681 1.715 0.645
C -2.643 -2.030 2.857 -0.596
C -2.103 -1.715 4.094 -0.516
C -0.880 -1.072 4.146 -1.034
C -0.238 -0.763 2.960 -0.274
N -0.760 -1.056 1.768 0.441
H -2.396 -1.302 -3.842 0.264
H -1.413 -0.277 -2.838 0.156
H -5.229 -4.318 -1.953 0.250
H -5.239 -4.523 -0.219 0.241
H -3.589 -2.541 2.755 0.528
H -2.632 -1.971 5.002 0.456
H -0.419 -0.809 5.087 0.449
H 0.723 -0.267 2.955 0.531
Cl 1.168 -3.252 -0.962 -0.236
C 2.394 -3.721 0.197 0.901
C 2.707 -5.068 0.232 -0.774
C 3.663 -5.518 1.123 -0.395
C 4.290 -4.616 1.965 -0.732
C 3.959 -3.273 1.913 0.145
Cl 4.785 -2.203 2.993 -0.205
C 2.996 -2.770 1.023 0.085
S 2.693 -1.030 1.044 -0.435
H 2.201 -5.750 -0.436 0.421
H 3.918 -6.568 1.161 0.386
H 5.041 -4.943 2.671 0.428
```

=====

2.
DFT (wB97M-V/def2-TZVPD) results for a structure of composition C27H22BrF6IN4NdO6S2 at a distorted geometry.

Properties
Multiplicity: 4
Gap between HOMO and LUMO (alpha / beta) (eV): 7.89 / 7.90
Relative energy (zero: lowest compared OMol25 entry of this formula, charge and spin) (kJ/mol): 132.8
Charge: +1

Geometry as XYZ:
```
70
Properties=species:S:1:pos:R:3:mulliken_charge:R:1
Nd -0.572 -0.392 0.680 1.363
C -1.182 -0.224 4.810 -1.455
C 0.254 -0.529 4.540 0.715
C 1.023 -1.264 5.471 -0.635
C 2.384 -1.498 5.232 -0.697
C 2.935 -1.024 4.057 -0.686
C 2.090 -0.400 3.091 0.713
N 0.789 -0.129 3.356 -0.144
C 2.573 0.008 1.799 1.049
C 3.860 -0.422 1.383 -0.603
C 4.418 0.096 0.219 -1.359
C 3.692 1.017 -0.528 -0.505
C 2.382 1.370 -0.118 0.828
N 1.791 0.767 0.973 -0.157
C 1.666 2.410 -0.785 0.386
C 2.336 3.311 -1.611 -0.590
C 1.665 4.404 -2.173 -0.954
C 0.323 4.529 -1.837 -0.664
C -0.290 3.568 -0.970 0.748
C -1.713 3.737 -0.647 -1.207
N 0.362 2.499 -0.492 0.312
H -1.323 -0.018 5.877 0.497
H -1.820 -1.059 4.517 0.197
H -1.448 0.614 4.194 0.286
H 0.532 -1.635 6.372 0.457
H 3.006 -2.123 5.849 0.451
H 4.021 -1.085 3.874 0.343
H 4.376 -1.164 1.976 0.399
H 5.393 -0.295 -0.120 0.374
H 4.080 1.358 -1.505 0.348
H 3.416 3.150 -1.726 0.313
H 2.189 5.157 -2.759 0.472
H -0.354 5.288 -2.264 0.413
H -1.997 4.787 -0.526 0.509
H -1.923 3.195 0.289 0.115
H -2.352 3.275 -1.432 0.189
Br 1.434 1.739 -5.327 -0.183
C -0.422 1.513 -5.348 0.240
C -1.194 1.941 -6.417 -0.599
C -2.565 1.617 -6.425 -0.415
C -3.185 1.095 -5.289 -0.581
C -2.444 0.803 -4.169 -0.391
C -1.021 0.870 -4.255 0.063
I 0.252 -0.213 -2.915 0.282
H -0.752 2.531 -7.198 0.452
H -3.181 1.799 -7.316 0.352
H -4.271 0.947 -5.311 0.379
H -2.896 0.426 -3.261 0.491
C -4.483 0.768 0.962 -1.139
C -3.050 0.386 0.814 0.901
O -2.613 0.012 -0.295 -0.438
O -2.297 0.395 1.843 -0.400
H -5.119 -0.045 0.597 0.355
H -4.668 1.648 0.300 0.287
H -4.695 1.008 2.031 0.308
F 0.557 -5.570 -2.526 -0.171
C 0.596 -4.218 -2.529 0.613
F 1.833 -3.829 -2.960 -0.175
F -0.280 -3.759 -3.439 -0.152
S 0.131 -3.333 -0.666 0.741
O 1.004 -2.134 -0.489 -0.521
O -1.239 -2.836 -0.821 -0.618
N 0.335 -4.319 0.608 -0.634
S 0.306 -3.774 2.110 1.264
O -0.453 -2.489 2.056 -0.467
O 1.562 -3.697 2.783 -0.609
C -0.757 -4.900 3.222 0.521
F -0.251 -6.148 3.186 -0.204
F -0.726 -4.523 4.510 -0.180
F -2.034 -4.989 2.872 -0.194
```

=====

3.
DFT (wB97M-V/def2-TZVPD) results for a structure of composition C27H22Cl2GaN6O6 at a distorted geometry.

Properties
Gap between HOMO and LUMO (eV): 4.99
Relative energy (zero: lowest compared OMol25 entry of this formula, charge and spin) (kJ/mol): 124.0
Charge: -1

Geometry as XYZ:
```
64
Properties=species:S:1:pos:R:3:mulliken_charge:R:1
Ga 0.104 0.234 0.058 -1.221
Cl -1.668 -6.277 -2.288 -0.267
C -1.476 -4.574 -1.960 0.070
C -1.443 -3.664 -3.024 -0.607
C -1.315 -2.320 -2.776 -0.725
C -1.179 -1.807 -1.467 0.081
O -1.099 -0.530 -1.297 -0.474
C -1.201 -2.754 -0.404 0.633
C -1.151 -2.341 0.967 0.304
N -0.792 -1.175 1.348 0.500
C -0.939 -0.708 2.669 0.349
C -1.138 -1.451 3.797 -0.842
C -1.315 -0.816 5.042 -1.041
C -1.294 0.544 5.152 -0.906
C -1.057 1.335 4.012 0.824
C -0.949 2.741 4.042 -0.819
C -0.641 3.418 2.899 -0.971
C -0.418 2.701 1.712 0.251
N -0.547 1.399 1.643 0.820
C -0.861 0.699 2.771 0.547
C -1.367 -4.125 -0.672 -1.061
H -1.517 -4.032 -4.039 0.404
H -1.280 -1.605 -3.592 0.416
H -1.481 -3.065 1.710 0.248
H -1.142 -2.532 3.754 0.386
H -1.461 -1.429 5.926 0.360
H -1.423 1.029 6.116 0.383
H -1.077 3.261 4.988 0.389
H -0.512 4.492 2.891 0.385
H -0.115 3.201 0.803 0.351
H -1.398 -4.827 0.154 0.409
C -3.692 2.689 -2.940 -1.189
N -2.264 2.708 -2.626 0.135
C -1.376 3.289 -3.476 -0.206
C -0.061 3.319 -3.211 -1.202
C 0.402 2.625 -2.035 0.750
N -0.474 2.067 -1.187 0.012
C -1.830 2.168 -1.392 0.405
O -2.671 1.819 -0.569 -0.739
N 1.691 2.487 -1.756 -0.406
H -4.109 3.696 -2.965 0.360
H -4.190 2.128 -2.161 0.343
H -3.859 2.207 -3.903 0.376
H -1.799 3.715 -4.375 0.427
H 0.644 3.763 -3.901 0.353
H 2.336 2.768 -2.480 0.243
H 1.873 1.439 -1.306 0.474
O 4.026 1.057 3.180 -0.757
Cl 2.639 1.336 2.895 1.813
O 1.973 1.817 4.098 -0.700
O 1.975 0.122 2.473 -0.587
O 2.526 2.326 1.857 -0.676
N 1.771 0.205 -0.671 0.694
C 2.505 -0.899 -0.921 0.296
C 3.543 -0.864 -1.910 -0.645
C 4.269 -1.994 -2.256 -0.419
C 4.029 -3.226 -1.631 -0.604
C 3.064 -3.278 -0.629 -0.744
C 2.332 -2.150 -0.265 0.189
H 3.736 0.083 -2.409 0.293
H 5.032 -1.916 -3.024 0.339
H 4.594 -4.112 -1.907 0.341
H 2.881 -4.212 -0.102 0.347
H 1.635 -2.204 0.569 0.507
```

=====

4.
DFT (wB97M-V/def2-TZVPD) results for a cluster of 3 separate species, C27H22F5NO8S2 in total at a distorted geometry.

Properties
SMILES: Cc1ccccc1Cc1cccc2c1Nc1cccc(S(=O)(=O)C(F)(F)F)c1S2.O=C1OC[C@@H](F)O1.O=C1OC[C@@H](F)O1
Gap between HOMO and LUMO (eV): 7.81

Geometry as XYZ:
```
65
Properties=species:S:1:pos:R:3:mulliken_charge:R:1
C 3.456 -2.472 -2.416 -1.547
C 3.112 -2.388 -0.932 0.913
C 4.058 -2.621 0.045 -0.910
C 3.671 -2.562 1.363 -0.501
C 2.383 -2.288 1.730 -0.883
C 1.447 -2.034 0.752 -0.100
C 1.802 -2.094 -0.581 0.923
C 0.689 -1.832 -1.597 -0.752
C -0.441 -2.832 -1.380 0.594
C -0.177 -4.132 -1.756 -0.313
C -1.121 -5.116 -1.648 -0.944
C -2.350 -4.802 -1.117 -0.622
C -2.600 -3.519 -0.720 1.076
C -1.676 -2.489 -0.838 -0.582
N -2.017 -1.172 -0.413 -0.288
C -2.572 -1.110 0.876 0.234
C -2.118 -0.199 1.806 0.114
C -2.661 -0.158 3.070 -1.393
C -3.681 -0.987 3.437 -0.713
C -4.181 -1.897 2.516 -0.073
S -5.523 -2.909 3.093 1.244
O -5.753 -4.105 2.346 -0.590
O -5.247 -3.212 4.469 -0.667
C -7.018 -1.795 3.081 0.763
F -6.696 -0.651 3.694 -0.230
F -7.351 -1.541 1.817 -0.217
F -7.995 -2.384 3.744 -0.199
C -3.616 -1.942 1.254 0.656
S -4.174 -3.094 0.009 -0.333
H 4.531 -2.583 -2.575 0.396
H 3.079 -1.612 -2.973 0.337
H 2.948 -3.368 -2.798 0.291
H 5.079 -2.867 -0.228 0.403
H 4.402 -2.738 2.151 0.353
H 2.063 -2.247 2.766 0.450
H 0.424 -1.788 1.031 0.264
H 0.375 -0.802 -1.460 -0.046
H 1.022 -1.938 -2.631 0.561
H 0.807 -4.379 -2.148 0.282
H -0.936 -6.140 -1.956 0.389
H -3.139 -5.540 -1.000 0.408
H -1.270 -0.485 -0.520 0.581
H -1.328 0.516 1.594 0.103
H -2.294 0.533 3.824 0.386
H -4.108 -0.976 4.434 0.494
O -0.216 1.032 -0.550 -0.662
C 0.533 1.916 -0.266 0.487
O 0.240 3.227 -0.393 -0.385
C 1.332 3.962 0.176 -0.163
C 2.454 2.973 0.076 0.382
F 3.332 3.119 1.099 -0.311
O 1.785 1.726 0.214 -0.264
H 1.092 4.223 1.209 0.301
H 1.529 4.871 -0.379 -0.039
H 2.989 2.996 -0.873 0.376
O 3.113 4.813 -2.525 -0.464
C 3.149 5.995 -2.427 0.654
O 2.619 6.699 -1.393 -0.296
C 2.987 8.071 -1.573 -0.464
C 3.246 8.131 -3.057 0.279
F 4.213 9.027 -3.356 -0.282
O 3.721 6.825 -3.340 -0.324
H 3.883 8.286 -0.989 0.277
H 2.189 8.736 -1.255 0.298
H 2.361 8.335 -3.663 0.289
```

=====

Which formula does entry 3 have? C27H22Cl2GaN6O6

=====

Copy entry 2 word for word.
DFT (wB97M-V/def2-TZVPD) results for a structure of composition C27H22BrF6IN4NdO6S2 at a distorted geometry.

Properties
Multiplicity: 4
Gap between HOMO and LUMO (alpha / beta) (eV): 7.89 / 7.90
Relative energy (zero: lowest compared OMol25 entry of this formula, charge and spin) (kJ/mol): 132.8
Charge: +1

Geometry as XYZ:
```
70
Properties=species:S:1:pos:R:3:mulliken_charge:R:1
Nd -0.572 -0.392 0.680 1.363
C -1.182 -0.224 4.810 -1.455
C 0.254 -0.529 4.540 0.715
C 1.023 -1.264 5.471 -0.635
C 2.384 -1.498 5.232 -0.697
C 2.935 -1.024 4.057 -0.686
C 2.090 -0.400 3.091 0.713
N 0.789 -0.129 3.356 -0.144
C 2.573 0.008 1.799 1.049
C 3.860 -0.422 1.383 -0.603
C 4.418 0.096 0.219 -1.359
C 3.692 1.017 -0.528 -0.505
C 2.382 1.370 -0.118 0.828
N 1.791 0.767 0.973 -0.157
C 1.666 2.410 -0.785 0.386
C 2.336 3.311 -1.611 -0.590
C 1.665 4.404 -2.173 -0.954
C 0.323 4.529 -1.837 -0.664
C -0.290 3.568 -0.970 0.748
C -1.713 3.737 -0.647 -1.207
N 0.362 2.499 -0.492 0.312
H -1.323 -0.018 5.877 0.497
H -1.820 -1.059 4.517 0.197
H -1.448 0.614 4.194 0.286
H 0.532 -1.635 6.372 0.457
H 3.006 -2.123 5.849 0.451
H 4.021 -1.085 3.874 0.343
H 4.376 -1.164 1.976 0.399
H 5.393 -0.295 -0.120 0.374
H 4.080 1.358 -1.505 0.348
H 3.416 3.150 -1.726 0.313
H 2.189 5.157 -2.759 0.472
H -0.354 5.288 -2.264 0.413
H -1.997 4.787 -0.526 0.509
H -1.923 3.195 0.289 0.115
H -2.352 3.275 -1.432 0.189
Br 1.434 1.739 -5.327 -0.183
C -0.422 1.513 -5.348 0.240
C -1.194 1.941 -6.417 -0.599
C -2.565 1.617 -6.425 -0.415
C -3.185 1.095 -5.289 -0.581
C -2.444 0.803 -4.169 -0.391
C -1.021 0.870 -4.255 0.063
I 0.252 -0.213 -2.915 0.282
H -0.752 2.531 -7.198 0.452
H -3.181 1.799 -7.316 0.352
H -4.271 0.947 -5.311 0.379
H -2.896 0.426 -3.261 0.491
C -4.483 0.768 0.962 -1.139
C -3.050 0.386 0.814 0.901
O -2.613 0.012 -0.295 -0.438
O -2.297 0.395 1.843 -0.400
H -5.119 -0.045 0.597 0.355
H -4.668 1.648 0.300 0.287
H -4.695 1.008 2.031 0.308
F 0.557 -5.570 -2.526 -0.171
C 0.596 -4.218 -2.529 0.613
F 1.833 -3.829 -2.960 -0.175
F -0.280 -3.759 -3.439 -0.152
S 0.131 -3.333 -0.666 0.741
O 1.004 -2.134 -0.489 -0.521
O -1.239 -2.836 -0.821 -0.618
N 0.335 -4.319 0.608 -0.634
S 0.306 -3.774 2.110 1.264
O -0.453 -2.489 2.056 -0.467
O 1.562 -3.697 2.783 -0.609
C -0.757 -4.900 3.222 0.521
F -0.251 -6.148 3.186 -0.204
F -0.726 -4.523 4.510 -0.180
F -2.034 -4.989 2.872 -0.194
```